1.
# C25H44InOP2

A molecular structure, C25H44InOP2 (ωB97M-V/def2-TZVPD, the Open Molecules 2025 dataset).

Last column: Löwdin charge in e.
CARTESIAN COORDINATES (ANGSTROEM)
1 In 2.1353 -2.8094 0.4954  0.94
2 C 0.2213 2.3719 0.7163  -0.22
3 C 0.7137 2.3088 -0.6110  -0.18
4 C -1.5537 1.9165 -0.6725  -0.20
5 C -1.1815 2.1351 0.6832  -0.21
6 C -0.3818 2.0264 -1.4695  -0.22
7 C 1.0126 2.6968 1.9295  -0.05
8 H 2.0330 2.3037 1.8445  0.06
9 H 0.5501 2.2717 2.8275  0.07
10 H 1.0924 3.7848 2.0788  0.09
11 C -2.1154 2.1402 1.8215  -0.03
12 H -1.5976 2.4144 2.7484  0.08
13 H -2.5829 1.1546 1.9753  0.08
14 H -2.9299 2.8646 1.6656  0.10
15 C -2.9246 1.6787 -1.1572  -0.03
16 H -3.5362 2.5906 -1.0930  0.10
17 H -3.4292 0.9066 -0.5627  0.08
18 H -2.9214 1.3545 -2.2043  0.07
19 C -0.3242 1.9358 -2.9468  -0.05
20 H -0.5341 2.9080 -3.4195  0.09
21 H -1.0651 1.2206 -3.3208  0.07
22 H 0.6704 1.6144 -3.2815  0.06
23 C 2.1081 2.5548 -1.0300  -0.02
24 H 2.2779 3.6158 -1.2771  0.11
25 H 2.3533 1.9683 -1.9243  0.07
26 H 2.8130 2.2849 -0.2320  0.08
27 C 3.3012 -4.0763 1.6826  -0.34
28 C 4.4964 -3.3124 2.2041  -0.46
29 C 5.5184 -2.7995 1.1461  -0.21
30 C 5.2208 -3.0204 -0.3499  -0.18
31 C 3.7613 -2.9613 -0.8575  -0.35
32 C 3.2736 -4.2539 -1.5267  -0.42
33 C 3.4217 -5.5293 -0.6266  -0.16
34 C 3.7197 -5.3499 0.9007  -0.16
35 H 6.4668 -3.3241 1.3503  0.12
36 H 5.7072 -3.9534 -0.6869  0.12
37 H 5.7847 -1.7445 1.3052  0.08
38 H 4.7907 -5.5596 1.0722  0.12
39 H 2.6069 -4.3645 2.4801  0.08
40 H 5.0693 -4.0483 2.8291  0.09
41 H 3.1875 -6.1859 1.3840  0.12
42 H 2.5403 -6.1818 -0.7592  0.11
43 H 3.8160 -4.4536 -2.4668  0.11
44 H 4.2634 -6.1166 -1.0454  0.12
45 H 5.7533 -2.2299 -0.9140  0.12
46 H 3.6599 -2.0982 -1.5280  0.06
47 P 4.4933 -2.0866 3.8287  0.96
48 C 2.7689 -2.4452 4.3967  -0.32
49 C 4.0517 -0.5531 2.8953  -0.33
50 P 1.5959 -4.0366 -2.4510  0.86
51 C 0.6263 -3.5440 -1.0539  -0.34
52 C 1.8198 -2.5620 -3.4695  -0.18
53 C 1.1596 -5.3586 -3.5631  -0.17
54 H 2.0640 -2.6256 3.5695  -0.01
55 H 2.4097 -1.5862 4.9769  0.05
56 H 2.7779 -3.3251 5.0541  0.04
57 H 4.6428 -0.4414 1.9823  0.02
58 H 4.2878 0.2895 3.5589  0.04
59 H 2.9863 -0.5169 2.6419  0.02
60 H 1.9661 -6.1065 -3.5628  0.07
61 H 1.0567 -4.9241 -4.5707  0.07
62 H 0.1934 -5.8177 -3.2841  0.08
63 H -0.0684 -2.7006 -1.2437  0.02
64 H 0.0733 -4.4043 -0.6580  0.04
65 H 0.8535 -2.2532 -3.9018  0.08
66 H 2.4998 -2.8653 -4.2738  0.07
67 H 2.2542 -1.6844 -2.9647  0.06
68 C -0.9305 -1.6081 0.9652  -0.05
69 C -0.0107 -2.5846 1.5843  -0.34
70 O -0.0724 -3.3618 2.5038  0.08
71 H -1.5893 -1.0756 1.6770  0.10
72 H -1.5408 -2.1086 0.1926  0.10
73 H -0.2930 -0.8624 0.4657  0.08

## Properties
E_HOMO (alpha / beta), eV: -9.42 / -9.32
Lowest unoccupied orbital energy (alpha / beta), eV: -4.94 / -3.34
Charge: +1


2.
# C25H44N4O2PRhS2Se

A molecular structure, C25H44N4O2PRhS2Se (ωB97M-V/def2-TZVPD, the Open Molecules 2025 dataset).

Last column: Mulliken spin population.
CARTESIAN COORDINATES (ANGSTROEM)
1 Rh -0.3819 -1.1233 1.4806  2.30
2 C 1.8819 4.5125 4.2258  0.00
3 C 1.8406 3.2668 3.3800  0.04
4 O 0.6064 2.5603 3.6800  -0.03
5 P -0.0551 1.5147 2.6715  0.46
6 S -2.3229 -0.0630 1.9278  1.44
7 S 1.4512 0.1936 2.1512  0.43
8 O -0.2717 2.3404 1.2960  -0.05
9 C -1.3806 3.2586 1.1260  0.03
10 C -1.1741 4.5729 1.8411  0.00
11 H 2.8520 4.9980 4.1097  0.00
12 H 1.7469 4.2634 5.2781  0.00
13 H 1.1044 5.2172 3.9322  0.00
14 H 2.6673 2.5965 3.6159  0.00
15 H 1.8694 3.4964 2.3138  0.00
16 H -2.3011 2.7665 1.4472  0.00
17 H -1.4323 3.4097 0.0465  -0.01
18 H -1.1003 4.4428 2.9207  0.00
19 H -2.0261 5.2224 1.6347  0.00
20 H -0.2705 5.0712 1.4859  0.00
21 C -1.0592 -2.8595 3.9623  -0.01
22 C -1.2556 -4.2395 4.6466  0.01
23 N -1.0889 -5.3177 3.6742  0.00
24 C 0.2581 -5.2585 3.1162  0.01
25 C 0.4900 -3.8894 2.4195  -0.01
26 N -0.7441 -3.0682 2.5280  0.14
27 C -1.8692 -3.7937 1.8859  0.00
28 C -2.0651 -5.1603 2.5989  0.01
29 H -0.2386 -2.2939 4.4047  0.01
30 H -1.9584 -2.2464 4.0141  -0.01
31 H -2.2516 -4.3149 5.0819  0.00
32 H -0.5306 -4.3818 5.4474  0.00
33 H 0.3773 -6.0776 2.4074  0.00
34 H 0.9754 -5.4082 3.9228  0.00
35 H 0.7225 -4.0096 1.3612  0.00
36 H 1.3025 -3.3277 2.8814  0.00
37 H -1.6330 -3.9118 0.8282  -0.01
38 H -2.7536 -3.1619 1.9646  -0.02
39 H -1.9431 -5.9847 1.8968  0.00
40 H -3.0648 -5.2317 3.0264  0.00
41 C -2.8943 0.6889 -5.0737  0.00
42 C -1.9268 -0.3762 -4.5647  0.00
43 C -2.3072 -0.9615 -3.2051  0.01
44 C -2.1707 0.0071 -2.0350  -0.01
45 N -0.8060 0.5305 -1.8820  0.02
46 C 0.2603 -0.1700 -1.4682  0.00
47 Se 0.2031 -1.9318 -0.8031  0.25
48 N 1.3405 0.6214 -1.5056  0.00
49 C 2.7265 0.2487 -1.2049  0.02
50 C 3.5833 0.2310 -2.4673  0.00
51 C 3.1742 -0.8295 -3.4860  0.01
52 C 3.3975 -2.2582 -2.9972  -0.01
53 C 0.9547 1.8941 -1.9170  0.01
54 C 1.6755 3.0768 -2.0405  -0.01
55 C 0.9694 4.1960 -2.4351  0.00
56 C -0.4091 4.1380 -2.6951  0.00
57 C -1.1231 2.9633 -2.5577  -0.01
58 C -0.4096 1.8382 -2.1579  0.00
59 H -2.6518 0.9836 -6.0943  0.00
60 H -2.8690 1.5947 -4.4676  0.00
61 H -3.9205 0.3150 -5.0716  0.00
62 H -0.9116 0.0326 -4.5188  0.00
63 H -1.8875 -1.1943 -5.2856  0.00
64 H -1.7032 -1.8462 -2.9969  0.00
65 H -3.3502 -1.2901 -3.2266  0.00
66 H -2.4518 -0.4645 -1.0942  0.01
67 H -2.8146 0.8735 -2.1757  -0.01
68 H 2.6992 -0.7262 -0.7234  -0.01
69 H 3.1056 0.9671 -0.4767  0.00
70 H 4.6175 0.0602 -2.1561  0.00
71 H 3.5559 1.2181 -2.9323  0.00
72 H 3.7544 -0.6664 -4.3956  0.00
73 H 2.1254 -0.6853 -3.7687  0.00
74 H 4.4190 -2.3864 -2.6313  0.00
75 H 3.2446 -2.9740 -3.8050  0.00
76 H 2.7157 -2.5302 -2.1899  0.01
77 H 2.7350 3.1236 -1.8315  0.00
78 H 1.4888 5.1384 -2.5446  0.00
79 H -0.9263 5.0359 -3.0054  0.00
80 H -2.1865 2.9336 -2.7456  0.00

## Properties
E_HOMO (alpha / beta), eV: -10.39 / -10.92
Lowest unoccupied orbital energy (alpha / beta), eV: -2.09 / -4.75
Charge: +1
Spin multiplicity: 6


3.
# C25H44N7NaO4

A molecular structure, C25H44N7NaO4 (ωB97M-V/def2-TZVPD, the Open Molecules 2025 dataset).

Last column: Löwdin charge in e.
CARTESIAN COORDINATES (ANGSTROEM)
1 Na 0.9429 -1.4155 0.8731  0.37
2 C -1.3370 -1.0817 1.9149  -0.10
3 C -2.1463 -0.6699 0.8212  -0.14
4 C -2.1214 0.7678 0.8165  -0.18
5 C -1.2414 1.1577 1.8631  -0.08
6 C -0.7627 0.0357 2.5475  -0.25
7 C 0.0149 0.0531 3.8500  -0.55
8 C -0.9660 0.2463 5.0172  -0.05
9 C 1.0287 1.2014 3.8642  -0.05
10 C 0.7652 -1.2634 4.0747  -0.05
11 C -2.9697 1.8360 0.1021  -0.52
12 C -2.6982 3.2192 0.7133  -0.08
13 C -2.6830 2.0128 -1.4042  -0.06
14 C -4.4720 1.5876 0.3219  -0.05
15 C -2.9350 -1.7437 0.0558  -0.53
16 C -4.2810 -2.0066 0.7538  -0.04
17 C -2.1616 -3.0733 0.0705  -0.06
18 C -3.1875 -1.4605 -1.4277  -0.05
19 H -1.2540 -2.1038 2.2653  0.09
20 H -1.0190 2.1781 2.1395  0.09
21 H -1.5138 1.1822 4.8977  0.08
22 H -0.4399 0.2700 5.9769  0.08
23 H -1.6947 -0.5660 5.0400  0.09
24 H 0.5269 2.1667 3.7819  0.08
25 H 1.7261 1.1099 3.0288  0.07
26 H 1.5973 1.2006 4.7988  0.08
27 H 0.0857 -2.1172 4.0646  0.08
28 H 1.2696 -1.2537 5.0445  0.09
29 H 1.5370 -1.4209 3.3153  0.06
30 H -1.6477 3.5034 0.6207  0.07
31 H -2.9666 3.2468 1.7696  0.09
32 H -3.2949 3.9700 0.1885  0.08
33 H -1.7497 2.5725 -1.5345  0.06
34 H -3.4718 2.6038 -1.8788  0.09
35 H -2.6079 1.0677 -1.9322  0.05
36 H -4.6688 1.4461 1.3857  0.10
37 H -4.8386 0.7106 -0.2016  0.05
38 H -5.0537 2.4465 -0.0267  0.08
39 H -4.1089 -2.2898 1.7933  0.09
40 H -4.8257 -2.8172 0.2591  0.08
41 H -4.9139 -1.1205 0.7553  0.06
42 H -2.0276 -3.4652 1.0778  0.08
43 H -1.1744 -2.9601 -0.3850  0.06
44 H -2.7076 -3.8275 -0.5021  0.09
45 H -3.8161 -0.5953 -1.6008  0.06
46 H -3.6883 -2.3201 -1.8820  0.08
47 H -2.2412 -1.3136 -1.9576  0.06
48 N 0.5579 1.1798 -0.7471  0.08
49 N 0.2930 0.7863 -2.0722  0.00
50 C 0.4743 -0.5173 -2.3873  -0.39
51 N 0.0755 -0.9299 -3.5906  0.21
52 N 1.0259 -1.2495 -1.4285  0.13
53 N 1.2129 -2.5753 -1.5931  -0.42
54 O 1.5385 -3.1450 -0.5539  0.02
55 O 1.0742 -3.1552 -2.6634  0.05
56 H -0.2748 1.0479 -0.1509  0.05
57 H 0.8084 2.1594 -0.7540  0.09
58 H -0.4932 1.2305 -2.5317  0.11
59 H -0.3953 -0.3002 -4.2156  0.12
60 H 0.1959 -1.9037 -3.8222  0.09
61 N 3.4354 2.9814 -4.2761  0.17
62 C 4.0956 1.8398 -4.6059  -0.50
63 O 4.6210 1.6835 -5.6892  0.07
64 C 4.1424 0.7661 -3.5578  -0.12
65 C 4.4566 -0.5257 -3.9607  0.01
66 C 4.4821 -1.5358 -3.0174  -0.03
67 C 4.1924 -1.2136 -1.7002  -0.13
68 N 3.9193 0.0258 -1.2959  0.06
69 C 3.9014 0.9905 -2.2089  -0.08
70 H 3.3731 3.7003 -4.9763  0.11
71 H 2.8785 3.0610 -3.4467  0.08
72 H 4.6695 -0.7075 -5.0058  0.13
73 H 4.7013 -2.5583 -3.2910  0.11
74 H 4.1566 -1.9785 -0.9316  0.12
75 H 3.6934 1.9850 -1.8287  0.12
76 C 4.0778 -0.3771 2.1778  -0.13
77 O 2.9815 -0.5108 1.2884  -0.19
78 H 4.2131 0.6613 2.4919  0.08
79 H 5.0062 -0.7327 1.7229  0.08
80 H 3.8719 -0.9776 3.0621  0.08
81 H 3.2308 -0.1119 0.4298  0.03

## Properties
E_HOMO, eV: -6.35
Lowest unoccupied orbital energy, eV: -0.26


Listing ΔE to the lowest compared entry with this formula, charge and spin for the structures above in their given order: 0.0, 0.0, 1.0 kcal/mol.
Listing F_max for the structures above in their given order: 3.793, 0.634, 0.645 eV/Å.